[1]
The following is a DFT calculation (ωB97M-V/def2-TZVPD) of a single C3HClFN molecule at a distorted geometry.

Structure (XYZ):
```
7
Properties=species:S:1:pos:R:3:forces:R:3
N -1.430 1.944 -0.084 0.090 0.426 0.445
C -1.037 0.887 0.124 -0.626 -0.823 -0.906
C -0.700 -0.519 0.016 -1.422 0.634 0.448
F -1.807 -1.345 0.005 1.953 0.771 -0.032
C 0.573 -0.837 -0.074 1.998 -4.215 0.187
Cl 1.887 0.186 0.014 0.710 2.002 0.059
H 1.164 -1.844 -0.100 -2.703 1.206 -0.201
```
Forces are in eV/Å.

The LUMO energy is 0.14 eV. For the HOMO-LUMO gap, the calculation gives 0.3884 Eh. The value obtained for the HOMO energy is -10.42 eV. Its SMILES is N#C/C(F)=C\Cl.

List of Mulliken charges in e, atom by atom: atom 1 (N): -0.340, atom 2 (C): 0.182, atom 3 (C): 0.435, atom 4 (F): -0.220, atom 5 (C): -0.260, atom 6 (Cl): -0.108, atom 7 (H): 0.310


[2]
The following is a DFT calculation (ωB97M-V/def2-TZVPD) of 2 unconnected molecules or ions with the total composition C7H15ClNOP at a distorted geometry.

Structure (XYZ):
```
26
Properties=species:S:1:pos:R:3:forces:R:3
C 2.557 1.740 -0.211 0.650 0.086 -0.016
C 1.309 1.599 0.138 -1.790 -1.826 -3.094
C 3.626 2.431 0.584 -0.227 0.026 -0.025
C -0.283 -2.490 -0.450 -0.130 0.045 -0.007
C -1.774 0.010 1.239 -0.136 0.071 -0.123
C -1.343 -1.769 -1.278 0.179 -0.505 -0.128
C -2.072 0.378 -0.211 -0.081 0.184 0.318
N -1.274 -0.323 -1.192 0.795 0.491 -0.205
O 0.910 -0.384 -2.660 0.575 -0.375 -0.003
P 0.097 0.430 -1.762 0.403 1.307 2.716
Cl -0.634 2.035 -2.735 -0.141 0.626 -0.162
H 2.893 1.331 -1.157 -0.051 -0.083 -0.104
H 0.725 1.914 0.974 -0.204 0.137 0.358
H 4.443 1.737 0.775 0.110 0.002 0.065
H 3.239 2.805 1.529 0.054 0.045 0.077
H 4.020 3.265 0.002 0.071 0.026 0.063
H 0.703 -2.181 -0.794 0.058 -0.121 0.024
H -0.371 -2.254 0.609 0.004 -0.051 0.005
H -0.384 -3.566 -0.581 0.071 -0.060 0.024
H -0.709 0.086 1.437 0.106 -0.028 0.081
H -2.305 0.691 1.904 -0.030 0.009 0.068
H -2.104 -1.002 1.465 0.019 -0.079 0.051
H -1.208 -2.040 -2.329 -0.146 -0.077 0.130
H -2.348 -2.070 -0.966 0.028 0.060 -0.092
H -3.130 0.192 -0.423 0.038 0.120 -0.078
H -1.878 1.444 -0.361 -0.223 -0.030 0.058
```
Forces are in eV/Å.

The LUMO energy is 0.27 eV. For the HOMO-LUMO gap, the calculation gives 0.3303 Eh. The value obtained for the HOMO energy is -8.72 eV.

List of Mulliken charges in e, atom by atom: atom 1 (C): 0.274, atom 2 (C): -0.608, atom 3 (C): -1.165, atom 4 (C): -0.966, atom 5 (C): -1.133, atom 6 (C): -0.674, atom 7 (C): -0.586, atom 8 (N): 0.147, atom 9 (O): -0.604, atom 10 (P): 0.680, atom 11 (Cl): -0.278, atom 12 (H): 0.334, atom 13 (H): 0.300, atom 14 (H): 0.295, atom 15 (H): 0.323, atom 16 (H): 0.295, atom 17 (H): 0.301, atom 18 (H): 0.257, atom 19 (H): 0.369, atom 20 (H): 0.286, atom 21 (H): 0.350, atom 22 (H): 0.351, atom 23 (H): 0.330, atom 24 (H): 0.396, atom 25 (H): 0.364, atom 26 (H): 0.359


[3]
The following is a DFT calculation (ωB97M-V/def2-TZVPD) of a molecular structure, C25H29Cl2F3N4NiO3 at a distorted geometry.

Structure (XYZ):
```
67
Properties=species:S:1:pos:R:3:forces:R:3
Ni 0.557 -0.630 0.602 0.716 -0.674 1.022
C 1.747 -3.016 1.634 -0.389 1.765 -1.344
O 0.382 -2.829 1.198 -0.052 -0.954 0.790
O 2.278 -1.778 1.298 -0.895 0.150 0.856
C 1.761 -3.538 3.133 -0.151 0.222 0.654
F 2.886 -3.212 3.765 0.379 -0.264 -0.511
F 0.783 -3.044 3.928 -0.133 -0.090 -0.888
F 1.626 -4.903 3.160 0.198 1.132 -0.305
C -0.371 -4.005 0.920 -1.777 0.086 -0.547
C -1.817 -3.558 0.727 0.109 0.140 -0.052
H -2.228 -2.950 1.533 0.235 -0.219 0.267
H -1.855 -2.915 -0.152 -0.273 -0.155 -0.109
H -2.452 -4.434 0.599 -0.054 0.103 -0.166
H -0.355 -4.805 1.660 0.554 0.415 0.433
H -0.097 -4.452 -0.036 0.641 0.009 -0.065
H 2.220 -3.770 1.005 0.033 -0.538 0.207
O -1.265 -0.181 0.142 0.297 -0.223 0.221
H -1.974 0.093 -0.472 0.850 -0.250 0.121
N 0.096 0.098 2.689 -1.844 0.485 1.444
C 0.754 1.040 3.442 -1.200 -1.394 -0.242
C 0.222 1.577 4.619 0.696 -0.162 -1.079
C -1.028 1.217 5.068 -0.403 -0.057 -0.556
C -1.786 0.292 4.319 2.030 0.237 -0.221
C -1.172 -0.253 3.166 0.768 1.008 0.800
H 1.748 1.348 3.154 -0.002 -0.164 -0.383
H 0.847 2.313 5.105 -0.179 0.012 0.319
H -1.379 1.733 5.950 -0.382 -0.319 0.139
H -2.746 -0.051 4.674 -0.085 -0.013 -0.271
H -1.782 -0.985 2.658 0.523 -0.155 -0.587
N -0.403 1.472 -4.234 0.151 0.260 -1.047
C -0.363 2.557 -5.053 -0.961 0.027 2.823
C -1.074 3.735 -4.664 1.521 -1.375 -2.192
C -1.661 3.792 -3.446 -1.038 0.408 1.019
C -1.735 2.666 -2.639 0.257 -0.616 -0.637
C -1.151 1.499 -3.128 0.550 1.312 0.282
H 0.365 2.532 -5.851 -0.359 -0.084 -0.371
H -1.139 4.539 -5.383 0.186 0.319 0.223
H -2.095 4.733 -3.141 -0.201 0.021 0.146
H -2.233 2.633 -1.681 -0.104 0.296 0.074
H -1.124 0.653 -2.457 -0.020 -0.541 -0.337
N 0.990 -1.247 -1.349 0.807 -0.565 -2.930
C 2.184 -0.974 -2.008 -1.115 0.218 1.063
C 2.402 -1.179 -3.363 -0.315 -0.295 0.515
C 1.401 -1.766 -4.113 -0.620 0.239 -0.451
C 0.146 -1.960 -3.561 0.929 -0.344 1.299
C 0.039 -1.774 -2.173 -0.010 0.291 0.012
H 2.951 -0.588 -1.354 0.110 0.116 -0.092
H 3.307 -0.913 -3.889 0.314 -0.041 0.522
H 1.607 -2.053 -5.134 -0.120 0.198 -0.178
H -0.693 -2.363 -4.108 0.066 -0.047 -0.005
H -0.880 -2.130 -1.732 -0.098 0.397 0.401
N 1.492 1.207 0.333 0.446 1.951 -0.603
C 0.807 2.260 -0.222 1.149 -0.170 -0.066
C 1.424 3.456 -0.632 -1.289 -0.597 0.586
C 2.739 3.641 -0.410 1.753 -0.362 0.586
C 3.484 2.586 0.157 -0.572 0.853 -0.125
C 2.840 1.437 0.548 -0.785 -0.240 -0.880
H -0.257 2.254 -0.407 -0.053 -0.934 0.323
H 0.851 4.284 -1.022 -0.353 -0.236 -0.121
H 3.173 4.608 -0.616 0.314 -0.085 -0.178
H 4.547 2.668 0.324 0.002 0.062 0.057
H 3.498 0.683 0.953 -0.667 -0.656 0.255
C -4.110 0.530 1.105 0.174 0.925 0.611
Cl -5.172 1.789 1.892 0.621 -0.838 -0.688
Cl -4.678 -1.122 1.428 0.334 0.666 -0.272
H -3.975 0.754 0.047 -0.951 -0.252 -0.091
H -3.108 0.702 1.499 -0.264 -0.418 0.520
```
Forces are in eV/Å.

The LUMO energy (alpha / beta) is -2.78 / -6.60 eV. For the HOMO-LUMO gap (alpha / beta), the calculation gives 0.3475 / 0.1844 Eh. The value obtained for the HOMO energy (alpha / beta) is -12.23 / -11.62 eV. Its multiplicity is 4. Its net charge is +1.

List of Mulliken charges in e, atom by atom: atom 1 (Ni): 0.469, atom 2 (C): 0.160, atom 3 (O): -0.193, atom 4 (O): -0.737, atom 5 (C): 0.540, atom 6 (F): -0.267, atom 7 (F): -0.235, atom 8 (F): -0.265, atom 9 (C): -0.423, atom 10 (C): -0.762, atom 11 (H): 0.119, atom 12 (H): -0.023, atom 13 (H): 0.509, atom 14 (H): 0.446, atom 15 (H): 0.257, atom 16 (H): 0.388, atom 17 (O): 0.232, atom 18 (H): -0.116, atom 19 (N): 0.422, atom 20 (C): -0.199, atom 21 (C): -0.727, atom 22 (C): -0.360, atom 23 (C): -0.901, atom 24 (C): -0.153, atom 25 (H): 0.399, atom 26 (H): 0.427, atom 27 (H): 0.394, atom 28 (H): 0.527, atom 29 (H): 0.324, atom 30 (N): -0.276, atom 31 (C): -0.397, atom 32 (C): -0.515, atom 33 (C): -0.353, atom 34 (C): -0.481, atom 35 (C): 0.409, atom 36 (H): 0.408, atom 37 (H): 0.392, atom 38 (H): 0.433, atom 39 (H): 0.393, atom 40 (H): 0.023, atom 41 (N): 1.189, atom 42 (C): -0.292, atom 43 (C): -0.976, atom 44 (C): -0.285, atom 45 (C): -0.890, atom 46 (C): -0.147, atom 47 (H): 0.460, atom 48 (H): 0.457, atom 49 (H): 0.430, atom 50 (H): 0.519, atom 51 (H): 0.033, atom 52 (N): 0.519, atom 53 (C): -0.291, atom 54 (C): -0.722, atom 55 (C): -0.324, atom 56 (C): -0.778, atom 57 (C): -0.462, atom 58 (H): 0.390, atom 59 (H): 0.489, atom 60 (H): 0.417, atom 61 (H): 0.456, atom 62 (H): 0.528, atom 63 (C): 0.490, atom 64 (Cl): -0.177, atom 65 (Cl): -0.130, atom 66 (H): 0.193, atom 67 (H): -0.382